(1)
Formula: C5H13NO2
Source: the OMol25 dataset
Level of theory: ωB97M-V/def2-TZVPD

XYZ file:
```
21
Properties=species:S:1:pos:R:3:forces:R:3
C -0.990 -2.689 0.037 -1.08 -0.19 -0.26
C -0.193 -1.708 -0.361 0.14 0.12 1.10
C -0.706 -0.646 -1.295 0.57 -0.82 -2.07
N 0.243 0.338 -1.794 -0.95 0.67 1.07
C 0.317 1.552 -1.129 1.75 -0.69 -0.05
C 1.476 2.207 -0.918 -1.25 0.39 0.51
H -0.891 -3.450 0.800 0.92 0.11 0.01
H -1.988 -2.770 -0.404 0.11 0.24 -0.09
H 0.795 -1.557 0.063 0.01 -0.04 0.00
H -1.018 -1.190 -2.202 -0.47 0.09 0.32
H -1.580 -0.151 -0.876 0.06 0.21 -0.01
H 1.015 0.081 -2.384 0.02 -0.27 0.24
H -0.616 1.896 -0.702 -0.19 0.24 -0.29
H 2.460 1.771 -0.973 0.02 -0.04 -0.55
H 1.359 3.199 -0.506 0.36 0.13 0.12
O 1.499 0.493 1.805 0.10 -2.19 -0.21
H 1.226 0.246 2.699 0.15 0.97 -0.25
H 1.574 1.414 1.624 -0.23 1.09 0.39
O -1.424 0.692 2.164 -0.53 0.41 0.38
H -1.745 0.020 2.771 -0.04 -0.09 -0.08
H -0.813 0.250 1.580 0.53 -0.32 -0.29
```
Positions in Å, forces in eV/Å.

Output
Spin multiplicity ... 1
Calculated total energy ... -10979.002 eV
Charge ... 0
SMILES ... C=CCNC=C.O.O

(2)
Formula: C5H13NO2
Source: the OMol25 dataset
Level of theory: ωB97M-V/def2-TZVPD

XYZ file:
```
21
Properties=species:S:1:pos:R:3:forces:R:3
C -2.186 0.939 -0.393 -1.52 0.63 1.31
C -0.738 1.126 -0.201 1.41 -0.07 -2.38
N 0.188 -0.024 -0.097 -1.53 0.35 2.66
C -0.093 -1.176 0.702 -0.38 -2.49 -2.13
C 0.984 -2.262 0.422 0.75 -1.40 -0.19
C 1.919 -2.182 -0.840 -0.39 -0.01 1.06
O -0.092 2.104 -0.482 -0.29 0.01 0.75
H -2.820 1.063 0.549 1.06 -0.02 -1.03
H -2.369 -0.063 -0.735 -0.14 -0.44 -0.33
H -2.543 1.694 -1.127 0.35 -0.55 0.53
H 1.150 0.307 -0.024 0.30 -0.02 -0.69
H -1.049 -1.644 0.403 -0.11 0.73 -0.30
H -0.288 -1.054 1.768 0.47 0.81 0.33
H 0.630 -3.333 0.340 -0.80 1.47 0.33
H 1.558 -2.316 1.337 0.76 0.04 0.01
H 2.600 -1.340 -0.793 0.71 -0.32 0.23
H 2.374 -3.187 -0.924 0.40 0.89 0.19
H 1.442 -2.041 -1.786 -1.03 0.02 -0.49
H -0.245 5.217 0.445 -0.09 -0.02 0.49
H -0.101 3.729 0.413 -0.07 0.30 0.34
O -0.322 4.443 1.026 0.12 0.11 -0.67
```
Positions in Å, forces in eV/Å.

Output
Spin multiplicity ... 2
Calculated total energy ... -10971.028 eV
Charge ... +1
Expectation value of S² ... 0.77

(3)
Formula: C5H13NO2P
Source: the OMol25 dataset
Level of theory: ωB97M-V/def2-TZVPD

XYZ file:
```
22
Properties=species:S:1:pos:R:3:forces:R:3
C 0.705 -2.594 2.173 -0.01 0.61 -0.61
P 0.917 -0.768 2.361 0.48 0.26 0.75
O 2.040 -0.305 1.147 0.29 -0.34 0.07
C -0.623 -0.197 1.763 0.28 -0.31 0.18
N -1.752 -1.133 2.059 0.10 -0.13 0.37
H 0.202 -2.812 1.238 -0.09 -0.17 -0.33
H 1.645 -3.119 2.194 0.38 -0.19 0.18
H 0.058 -2.887 2.983 -0.21 -0.27 0.41
H 2.853 -0.164 1.663 -0.36 -0.04 -0.30
H -0.797 0.709 2.328 -0.33 0.49 0.03
H -1.764 -1.883 1.387 -0.19 0.03 -0.34
H -2.621 -0.635 1.967 -0.18 0.07 -0.24
C -0.713 2.097 -3.328 -0.15 0.00 -0.01
C -0.533 1.140 -2.160 0.30 0.15 0.04
O -1.385 0.330 -1.905 -0.16 -0.19 -0.07
C 0.764 1.276 -1.394 -0.21 -0.32 -0.01
H -1.671 1.909 -3.810 -0.02 -0.01 0.01
H -0.685 3.130 -2.974 0.10 0.02 -0.03
H 0.090 1.956 -4.054 0.05 0.08 0.03
H 0.851 2.291 -0.999 0.08 0.04 -0.09
H 1.595 1.084 -2.080 0.04 0.17 -0.01
H 0.825 0.577 -0.559 -0.21 0.05 -0.03
```
Positions in Å, forces in eV/Å.

Output
Spin multiplicity ... 1
Calculated total energy ... -20268.497 eV
Charge ... -1

(4)
Formula: C5H13NO2S
Source: the OMol25 dataset
Level of theory: ωB97M-V/def2-TZVPD

XYZ file:
```
22
Properties=species:S:1:pos:R:3:forces:R:3
C -1.327 0.157 -1.418 1.72 0.04 -0.33
C 1.409 -2.212 -0.136 -0.17 0.04 0.91
C -1.534 1.516 1.194 -1.04 -0.06 -1.44
C -0.613 -0.328 -0.061 1.04 -0.21 -4.68
C 0.938 -0.839 -0.613 -0.82 1.46 -1.14
N -0.381 0.735 0.837 -0.76 0.91 0.19
O 1.625 1.823 -0.202 0.35 -1.02 0.92
O 2.305 -0.071 1.353 0.99 0.42 1.12
S 2.337 0.323 -0.058 -2.55 0.73 -0.06
H -1.088 -0.566 -2.298 -0.74 1.06 1.74
H -2.399 0.227 -1.204 0.16 0.14 -0.57
H -0.875 1.156 -1.723 -0.73 -1.06 0.32
H 0.702 -2.972 -0.522 0.74 0.09 0.23
H 2.477 -2.406 -0.342 -0.56 -0.12 -0.71
H 1.460 -2.238 0.989 -0.67 0.10 -1.05
H -1.254 2.344 1.813 0.08 0.40 0.44
H -1.905 1.907 0.213 0.09 0.08 1.01
H -2.380 0.964 1.630 0.23 -0.08 0.17
H -1.428 -0.989 0.285 1.21 -0.97 0.51
H 1.007 -0.631 -1.778 -0.53 -1.00 2.21
H 0.803 1.786 0.479 1.21 -0.68 -1.85
H 0.118 0.313 1.563 0.76 -0.27 2.06
```
Positions in Å, forces in eV/Å.

Output
Spin multiplicity ... 1
Calculated total energy ... -21813.716 eV
Charge ... 0

(5)
Formula: C5H13NO2Si
Source: the OMol25 dataset
Level of theory: ωB97M-V/def2-TZVPD

XYZ file:
```
22
Properties=species:S:1:pos:R:3:forces:R:3
C 1.053 2.403 0.854 -0.49 -0.58 0.90
C 0.126 1.736 0.185 -0.36 -0.50 -0.13
Si -0.318 -0.071 0.088 1.35 0.38 0.22
N 0.302 -0.791 -1.374 -1.91 0.29 1.48
C 1.680 -1.081 -1.560 1.07 2.76 -1.03
O -1.944 -0.211 0.002 -0.13 0.30 -0.16
C -2.684 0.352 -1.073 2.27 -1.38 -0.57
O 0.323 -0.512 1.537 -0.10 0.46 -1.13
C 0.540 -1.576 2.441 -1.26 0.53 -1.08
H 0.971 3.483 0.885 0.57 0.03 0.07
H 1.673 1.848 1.569 0.24 0.51 -0.45
H -0.601 2.339 -0.303 -0.48 0.76 -0.80
H -0.337 -0.824 -2.164 0.57 -0.23 0.20
H 1.828 -2.063 -1.902 0.45 -1.41 -0.39
H 2.123 -0.342 -2.349 -0.29 -1.28 1.35
H 2.197 -0.919 -0.596 0.00 -0.15 -0.57
H -2.603 -0.223 -1.980 -0.22 -1.11 -0.28
H -2.368 1.272 -1.467 0.84 1.88 0.34
H -3.650 0.427 -0.783 -3.06 0.17 0.82
H 0.734 -1.111 3.386 0.46 0.10 0.67
H 1.432 -2.105 2.062 -0.84 -0.64 0.56
H -0.477 -2.029 2.542 1.32 -0.88 -0.03
```
Positions in Å, forces in eV/Å.

Output
Spin multiplicity ... 1
Calculated total energy ... -18859.428 eV
Charge ... 0
SMILES ... C=C[Si](NC)(OC)OC

(6)
Formula: C5H13NO3
Source: the OMol25 dataset
Level of theory: ωB97M-V/def2-TZVPD

XYZ file:
```
22
Properties=species:S:1:pos:R:3:forces:R:3
C 2.438 1.628 -0.781 -0.13 0.13 0.06
N 1.635 0.436 -0.595 0.44 -0.33 -0.63
C 1.955 -0.441 0.404 -0.42 -0.18 0.11
O 2.373 -0.146 1.490 0.61 0.04 0.11
O 1.675 -1.712 0.020 0.14 -0.16 -0.25
H 3.320 1.426 -1.395 0.01 0.07 0.00
H 1.832 2.402 -1.263 0.16 -0.04 0.16
H 2.765 1.961 0.202 -0.05 0.12 -0.07
H 1.296 -0.006 -1.442 0.29 0.03 0.22
H 1.694 -2.276 0.805 0.04 0.24 0.03
C -1.718 -1.282 -0.661 0.26 0.36 0.06
C -1.254 -0.068 0.143 0.79 0.68 -0.66
C -2.427 0.762 0.645 0.29 0.02 -0.12
O -0.439 -0.478 1.235 -0.47 -0.15 0.50
H -2.261 -0.965 -1.549 -0.10 -0.02 -0.10
H -2.377 -1.912 -0.058 -0.01 0.01 0.01
H -0.854 -1.869 -0.965 0.01 -0.09 -0.03
H -0.489 0.564 -0.455 -1.82 -0.89 0.79
H -3.081 0.152 1.272 -0.03 -0.07 0.00
H -2.069 1.597 1.244 0.00 0.07 -0.01
H -3.017 1.143 -0.185 -0.09 0.07 -0.07
H -0.997 -0.918 1.891 0.08 0.09 -0.11
```
Positions in Å, forces in eV/Å.

Output
Spin multiplicity ... 1
Calculated total energy ... -13028.764 eV
Charge ... 0
SMILES ... CNC(=O)O.CC(C)O

Q: Number 4 is which compound?
A: C5H13NO2S

Q: Look up the calculated total energy of the sixth one.
A: -13028.764 eV

Q: Which of these has the highest calculated total energy?
A: number 2

Q: Which value of calculated total energy does entry 1 give?
A: -10979.002 eV